No. 1
ORCA calculation (wB97M-V/def2-TZVPD) on a 4-piece molecular cluster, C15H36ClFNO7S2 overall at a distorted geometry.

Values from the calculation:
charge = -1
orbital gap = 9.09 eV
maximum force = 0.14030 hartree/bohr
multiplicity = 1
E_tot = -2530.862054 a.u.

Geometry as XYZ:
```
63
Properties=species:S:1:pos:R:3:forces:R:3
C -6.382289 0.233752 -0.817101 -1.1 -0.5 -0.5
C -5.287819 0.354005 -2.031579 0.0 -0.4 1.0
Cl -6.245025 1.027713 -3.516233 0.8 -0.4 1.0
C -4.066333 1.414819 -1.766925 -0.4 -0.1 -2.6
S -2.834274 0.874268 -0.444372 1.6 2.5 6.6
O -2.131601 2.202605 0.038450 -2.1 -4.1 -2.9
O -3.595327 0.331783 0.791692 1.5 0.7 -4.4
N -1.551278 -0.157039 -1.030446 -1.3 -1.4 1.1
S -1.623475 -1.763399 -0.349271 -4.3 -1.6 2.0
O -1.497403 -1.830717 1.191960 0.5 0.2 -5.7
O -2.853476 -2.573911 -0.913331 4.9 2.8 1.8
F -0.223068 -2.606549 -0.971938 -2.3 2.1 0.8
H -7.320719 -0.352176 -1.265649 2.1 1.3 0.9
H -6.022717 -0.406884 0.104050 -0.3 1.6 -2.0
H -6.808261 1.295991 -0.489126 1.3 -2.3 -0.7
H -4.911777 -0.717287 -2.382842 -0.7 2.5 0.9
H -4.483852 2.518364 -1.600405 1.1 -2.6 0.3
H -3.454463 1.479852 -2.789544 -1.1 -0.2 2.3
C -3.580235 -4.200376 6.144215 0.3 0.1 -0.1
C -4.892525 -4.078303 5.390138 -0.1 0.3 0.0
O -5.159275 -2.757462 4.926782 -0.2 -0.2 0.4
C -4.225245 -2.205559 4.002685 0.0 0.0 -0.4
C -4.122685 -2.990700 2.706163 0.0 -0.1 0.0
H -3.524258 -3.457397 6.946389 -0.1 -0.1 -0.1
H -3.480114 -5.199102 6.578974 0.0 0.1 0.0
H -2.723049 -4.035513 5.485501 -0.1 -0.1 0.1
H -5.712758 -4.340347 6.068617 0.0 0.2 -0.2
H -4.938854 -4.789702 4.559472 0.1 0.0 0.0
H -3.244398 -2.091870 4.474616 0.0 -0.1 0.0
H -4.577636 -1.194383 3.771582 -0.1 -0.2 0.2
H -3.689230 -3.981243 2.871239 0.1 0.0 -0.1
H -3.487797 -2.462806 1.987886 -0.2 -0.1 0.2
H -5.113629 -3.137858 2.263572 0.1 0.1 0.1
C 3.136597 2.792929 1.956636 0.1 -0.2 0.1
C 2.378317 2.801266 0.641120 -0.1 0.0 0.0
O 2.997679 2.017607 -0.375121 0.2 0.2 -0.1
C 3.133100 0.623703 -0.111196 -0.3 -0.1 -0.1
C 1.803983 -0.086160 0.082399 -0.1 0.1 0.1
H 4.185419 3.065388 1.800525 -0.1 0.0 0.0
H 2.688330 3.499366 2.661262 0.0 -0.1 -0.1
H 3.121614 1.803076 2.421197 -0.1 0.1 0.0
H 2.344351 3.829403 0.262226 0.1 -0.2 -0.2
H 1.338676 2.488967 0.782047 0.0 0.0 0.0
H 3.796547 0.460646 0.743762 0.0 0.0 0.1
H 3.636805 0.190292 -0.982114 0.0 0.3 0.0
H 1.300354 0.248653 0.993754 0.0 -0.1 -0.1
H 1.955010 -1.167212 0.161112 0.0 0.1 0.0
H 1.130326 0.118403 -0.756560 0.1 -0.1 0.1
C 5.814134 2.456092 -2.325603 0.0 -0.1 0.0
C 5.752078 2.944338 -3.762060 0.1 0.0 0.2
O 6.966357 2.746422 -4.480970 0.2 0.0 -0.2
C 7.402277 1.398572 -4.636649 -0.1 0.2 -0.1
C 6.421996 0.532247 -5.408962 -0.3 0.0 0.1
H 6.679570 2.883247 -1.808697 -0.1 0.0 -0.1
H 4.905111 2.737426 -1.786139 0.1 -0.1 -0.1
H 5.908303 1.367720 -2.276320 -0.1 0.1 0.0
H 5.567023 4.024855 -3.757693 0.2 -0.2 -0.2
H 4.913564 2.489001 -4.298534 0.0 -0.1 0.1
H 7.635711 0.958805 -3.662063 -0.1 -0.1 0.0
H 8.345271 1.439483 -5.192662 -0.1 0.2 0.1
H 5.492268 0.385604 -4.851815 0.1 -0.1 0.0
H 6.854178 -0.453937 -5.604749 0.0 0.1 0.0
H 6.159891 1.001228 -6.363357 0.1 -0.1 0.1
```
Forces are in eV/Å.

Mulliken analysis output, partial charges in e:
1 C -0.82
2 C 0.08
3 Cl -0.24
4 C -0.68
5 S 0.97
6 O -0.69
7 O -0.56
8 N -0.40
9 S 1.13
10 O -0.55
11 O -0.61
12 F -0.35
13 H 0.33
14 H 0.18
15 H 0.24
16 H 0.32
17 H 0.32
18 H 0.31
19 C -1.05
20 C -0.28
21 O -0.44
22 C -0.35
23 C -0.51
24 H 0.27
25 H 0.39
26 H 0.27
27 H 0.33
28 H 0.29
29 H 0.28
30 H 0.25
31 H 0.30
32 H -0.01
33 H 0.28
34 C -1.10
35 C -0.19
36 O -0.39
37 C -0.48
38 C -1.00
39 H 0.27
40 H 0.41
41 H 0.26
42 H 0.33
43 H 0.22
44 H 0.31
45 H 0.31
46 H 0.26
47 H 0.43
48 H 0.34
49 C -0.70
50 C -0.44
51 O -0.43
52 C -0.28
53 C -1.01
54 H 0.28
55 H 0.25
56 H 0.20
57 H 0.34
58 H 0.29
59 H 0.29
60 H 0.33
61 H 0.24
62 H 0.38
63 H 0.28

***

No. 2
ORCA calculation (wB97M-V/def2-TZVPD) on C43H96F3N4O10Y as an isolated structure at a distorted geometry.

Values from the calculation:
charge = +2
orbital gap = 1.29 eV
maximum force = 0.10201 hartree/bohr
multiplicity = 1
E_tot = -3004.361167 a.u.

Geometry as XYZ:
```
157
Properties=species:S:1:pos:R:3:forces:R:3
Y -4.444925 1.605880 5.032135 3.0 -1.6 -4.0
C -2.150125 1.044879 2.136667 0.8 1.5 -0.3
O -2.267753 2.248958 1.390730 -0.6 -0.1 0.3
O -2.865275 1.213224 3.277217 -2.7 0.3 2.9
C -2.565340 -0.184793 1.297895 0.3 0.5 -1.1
F -2.853413 -1.236355 2.073875 -0.3 -0.4 0.5
F -3.627314 0.059552 0.524215 -0.2 0.0 0.3
F -1.572332 -0.566166 0.470455 -0.3 0.2 0.5
C -1.422820 2.480898 0.267350 0.5 -1.2 -0.9
C -1.425272 3.930081 -0.063909 -0.3 1.8 0.4
H -0.632280 4.309554 -0.708653 0.1 -0.7 -0.3
H -2.369579 4.264579 -0.499047 0.0 -0.3 -0.1
H -1.303485 4.571744 0.816963 0.0 -0.4 0.3
H -1.793227 1.901311 -0.587391 -0.1 0.1 0.0
H -0.418282 2.067974 0.420566 0.1 0.2 0.5
H -1.082540 0.935487 2.353688 0.1 -0.4 0.1
O -4.525246 4.219992 1.808086 0.2 -0.3 0.5
H -3.731262 3.690883 1.618539 -0.1 0.0 0.0
H -5.238336 3.575812 1.864289 -0.1 0.1 -0.4
O -4.571308 7.340488 1.042941 0.1 -0.1 0.1
H -3.741301 7.543658 0.600000 -0.1 0.1 0.0
H -4.499467 6.411635 1.293548 -0.1 0.0 0.0
O -4.662421 -0.618253 4.184138 -1.1 0.5 0.6
H -5.492565 -1.118123 4.272354 0.2 -0.1 0.1
H -4.279503 -0.907569 3.333878 0.5 0.3 0.0
C 4.155545 1.273991 6.677487 -0.5 -0.4 0.4
C 2.654185 1.546598 7.025447 1.9 0.0 -0.7
C 2.599705 2.706374 8.051817 -1.5 -1.4 0.3
C 2.890241 4.073210 7.469037 1.0 -0.9 0.0
C 1.961910 4.337446 6.299041 -2.1 0.3 1.3
C 1.943184 3.275452 5.179493 1.2 -0.4 0.2
N 1.978700 1.935133 5.784704 -0.8 1.0 0.7
O 1.530426 0.899286 4.953410 -0.1 0.3 0.5
C 0.695482 3.382798 4.291093 -1.2 -0.3 1.1
C 3.194595 3.585602 4.340129 0.3 -0.5 -0.5
C 2.082186 0.269873 7.618588 -0.7 -0.1 0.6
H 4.648254 1.001416 7.611647 0.3 0.1 -0.1
H 4.634682 2.129010 6.212655 0.1 0.0 0.2
H 4.227560 0.426230 5.994441 0.0 0.0 0.0
H 1.614229 2.613151 8.541649 -0.6 0.7 -0.8
H 3.080412 2.423905 8.994539 1.3 0.2 -0.6
H 3.917737 4.078707 7.094913 0.1 0.2 0.4
H 2.801720 4.723055 8.339034 0.0 0.7 -0.6
H 1.981113 5.352026 5.899781 0.7 -0.1 -0.3
H 0.991721 4.369536 6.821823 -0.4 -0.4 -0.5
H -0.156747 2.963269 4.847794 0.1 -0.2 0.2
H 0.322649 4.399333 4.165583 0.7 0.2 -0.5
H 0.711261 2.782689 3.384157 0.4 0.4 -0.3
H 4.155162 3.515462 4.851228 -0.3 0.8 0.7
H 3.438449 2.860604 3.558439 -0.9 0.2 -0.4
H 2.973184 4.582071 3.960263 0.7 0.0 -0.4
H 1.002223 0.196726 7.462521 0.0 0.0 0.0
H 2.209467 0.313816 8.702281 0.1 0.0 0.0
H 2.531893 -0.670883 7.306808 0.1 0.2 -0.4
H 0.607681 0.896552 5.246630 0.0 -0.7 -0.6
C -1.688072 3.294817 -3.888936 -0.4 -1.2 -0.1
C -1.168441 2.883007 -5.272712 0.0 -0.3 0.6
C -1.974834 3.630403 -6.356902 0.6 0.5 -1.6
C -1.213035 3.675753 -7.703514 0.3 -1.2 -0.4
C 0.191228 4.198746 -7.494915 -0.6 0.8 0.7
C 1.033713 3.440862 -6.505028 2.1 -1.0 1.0
N 0.261793 3.275216 -5.285229 -1.1 1.3 -0.6
O 1.004031 2.796591 -4.188964 -0.3 -0.2 -0.4
C 1.608280 2.111708 -7.056752 -0.5 -1.0 -0.1
C 2.269425 4.321651 -6.162216 0.0 1.0 0.0
C -1.284009 1.379631 -5.532858 1.0 -0.7 -1.1
H -1.726420 4.379474 -3.824973 -0.1 0.0 0.3
H -1.105200 2.835517 -3.088556 0.4 0.3 -0.1
H -2.655104 2.807002 -3.735334 -0.3 0.6 -0.2
H -2.933123 3.183092 -6.623658 0.0 -0.4 0.8
H -2.204403 4.664163 -6.088876 0.2 0.0 0.4
H -1.725052 4.215775 -8.501263 -0.2 0.5 0.4
H -1.186090 2.679459 -8.164238 0.1 -0.2 0.3
H 0.016334 5.125976 -6.934566 0.4 0.5 -0.7
H 0.772020 4.342113 -8.404251 -0.2 0.2 0.0
H 1.579492 1.253265 -6.378338 -0.1 0.4 0.4
H 1.002578 1.737657 -7.887446 0.2 0.2 -0.3
H 2.660964 2.161569 -7.329464 -0.1 0.3 -0.3
H 2.947395 4.030217 -5.358383 -0.3 -0.9 -0.1
H 2.897010 4.453621 -7.044878 -0.1 -0.1 -0.1
H 1.979744 5.327830 -5.839346 -0.4 0.0 -0.2
H -2.271029 0.919297 -5.559591 -0.1 0.3 0.6
H -0.551271 0.785753 -4.977052 -0.5 0.1 0.7
H -0.897594 1.187722 -6.541420 -0.2 0.2 -0.1
H 1.007016 3.586113 -3.635634 0.4 -0.2 0.3
C 2.936407 -2.864288 -4.633838 0.3 1.0 0.5
C 1.518798 -2.238258 -4.708614 0.1 -0.3 -0.7
C 0.447685 -3.259333 -4.361486 -0.9 -0.4 0.2
C 0.273723 -3.515499 -2.881335 0.6 1.5 -0.9
C 0.048793 -2.187765 -2.188968 -0.6 0.5 0.7
C 1.104776 -1.075359 -2.417034 0.0 -1.6 -0.2
N 1.413265 -1.063996 -3.852907 -0.7 0.2 0.7
O 2.254507 -0.026897 -4.213399 -0.1 -0.2 -0.1
C 0.466643 0.236768 -1.983115 -0.4 -0.4 0.4
C 2.350550 -1.455514 -1.569756 1.4 1.0 -1.5
C 1.208753 -1.836798 -6.141633 0.6 0.5 -1.5
H 3.277146 -3.282560 -5.578036 -0.3 -0.5 0.1
H 2.999542 -3.528680 -3.773905 0.1 -0.4 -0.3
H 3.652488 -2.065193 -4.421809 0.0 0.1 -0.1
H -0.501984 -2.941483 -4.806936 -0.1 0.3 0.3
H 0.593803 -4.225057 -4.852212 0.7 0.2 -0.2
H 1.222735 -3.895998 -2.495264 -0.4 -0.7 0.2
H -0.578596 -4.178899 -2.750177 0.9 0.8 -0.3
H 0.052849 -2.323132 -1.102615 -0.2 0.0 -0.1
H -0.934585 -1.774185 -2.437969 0.0 -0.1 -0.2
H 0.008287 -0.006413 -1.020425 0.4 0.4 0.2
H 1.134085 1.092210 -1.902083 0.1 -0.1 0.0
H -0.394654 0.475386 -2.610963 0.2 0.1 -0.3
H 2.288845 -1.375088 -0.487646 -0.5 -0.2 -0.3
H 2.806288 -2.380430 -1.924019 -0.6 -0.5 0.5
H 3.158586 -0.789227 -1.901635 -0.2 0.4 0.4
H 0.943422 -2.715102 -6.732803 0.2 -0.2 0.1
H 2.068116 -1.380133 -6.641583 0.1 -0.1 0.1
H 0.390111 -1.139095 -6.332540 -0.2 0.0 0.7
H 1.653903 0.732330 -4.323708 0.3 0.4 0.0
C -2.074615 -5.796764 3.524386 0.7 -0.2 -0.9
C -2.525611 -6.443384 2.183359 -0.1 -0.6 0.8
C -3.840565 -5.816007 1.674783 0.8 0.4 0.0
C -3.594566 -4.418554 1.111149 0.6 0.1 -0.5
C -2.600322 -4.560813 -0.059820 -1.6 -0.6 1.2
C -1.281798 -5.195808 0.358391 0.5 1.2 -1.3
N -1.521350 -6.431078 1.104621 -1.8 0.6 -0.2
O -0.370061 -7.161162 1.402398 0.4 0.5 0.1
C -0.642445 -5.590644 -0.997468 -0.1 -2.5 1.2
C -0.426350 -4.115265 1.082103 0.0 -0.9 0.5
C -2.819655 -7.926635 2.549066 -0.3 0.3 -1.3
H -1.810921 -4.739428 3.481745 -0.1 0.0 -0.2
H -1.166671 -6.367629 3.729291 0.0 0.3 0.7
H -2.833656 -5.937158 4.290206 0.1 -0.2 0.1
H -4.214392 -6.444707 0.865171 -0.3 0.0 0.1
H -4.513816 -5.827516 2.531789 -0.3 0.0 -0.2
H -3.149026 -3.718607 1.824823 -0.3 -0.2 0.3
H -4.473284 -3.942593 0.669126 -0.3 -0.1 0.4
H -2.503294 -3.577427 -0.518612 0.5 -0.1 -0.2
H -3.138326 -5.238367 -0.730365 0.4 0.1 -0.4
H 0.430532 -5.714733 -0.837137 0.2 0.6 -0.8
H -0.981057 -6.622590 -1.170571 0.0 -0.1 0.1
H -1.006894 -5.150218 -1.921146 0.2 0.1 1.3
H -1.044089 -3.592542 1.812917 0.1 0.2 -0.1
H 0.369185 -4.596514 1.655662 0.1 0.0 -0.1
H 0.038650 -3.410529 0.395142 -0.2 -0.1 0.0
H -3.333937 -8.366331 1.689875 0.0 -0.1 0.0
H -3.505011 -7.993177 3.390672 0.2 0.0 0.2
H -1.912881 -8.512251 2.674890 0.0 0.2 0.4
H -0.131064 -7.552378 0.550819 0.0 -0.2 0.2
C 1.229348 -0.994646 1.946179 -0.7 0.3 -0.2
C 2.745486 -0.739125 1.875418 -0.9 -0.4 0.7
C 3.102719 0.668689 1.421100 0.1 0.7 -0.7
O 3.231871 -1.021250 3.190995 0.6 0.0 -0.5
H 0.723092 -1.328889 1.037372 0.4 0.4 -0.3
H 0.750826 -0.061771 2.266891 -0.1 0.0 0.0
H 0.927475 -1.756918 2.665464 0.6 -0.1 0.2
H 3.189193 -1.433509 1.162722 0.3 -0.3 0.5
H 3.390187 1.332361 2.235797 -0.1 -0.3 0.2
H 2.302150 1.187067 0.882121 -0.2 -0.2 0.1
H 3.932102 0.675160 0.711646 0.1 -0.1 0.2
H 2.697782 -0.490480 3.793723 0.0 0.1 0.1
```
Forces are in eV/Å.

Results of the Mulliken charge analysis, in e, for atoms 1 through 99:
1 Y 1.36
2 C 1.16
3 O -0.16
4 O -0.31
5 C 0.03
6 F -0.21
7 F -0.33
8 F 0.37
9 C 0.59
10 C -1.73
11 H 0.35
12 H 0.43
13 H 0.42
14 H 0.23
15 H -0.19
16 H -1.02
17 O -0.64
18 H 0.45
19 H 0.27
20 O -0.63
21 H 0.31
22 H 0.30
23 O -0.49
24 H 0.36
25 H 0.40
26 C -1.58
27 C 1.34
28 C -1.40
29 C -0.82
30 C -1.27
31 C 1.90
32 N 0.31
33 O -0.06
34 C -2.43
35 C -0.95
36 C -1.74
37 H 0.39
38 H 0.37
39 H 0.40
40 H 0.51
41 H 0.50
42 H 0.35
43 H 0.42
44 H 0.54
45 H 0.40
46 H 0.39
47 H 0.49
48 H 0.40
49 H 0.32
50 H -0.18
51 H 0.46
52 H 0.36
53 H 0.43
54 H 0.33
55 H 0.24
56 C -1.78
57 C 2.05
58 C -1.21
59 C -0.73
60 C -1.23
61 C 1.61
62 N 0.12
63 O -0.46
64 C -1.05
65 C -2.10
66 C -1.96
67 H 0.54
68 H 0.10
69 H 0.44
70 H 0.38
71 H 0.33
72 H 0.47
73 H 0.31
74 H 0.40
75 H 0.41
76 H -0.08
77 H 0.34
78 H 0.44
79 H 0.41
80 H 0.48
81 H 0.42
82 H 0.54
83 H 0.36
84 H 0.38
85 H 0.40
86 C -1.73
87 C 1.43
88 C -2.09
89 C -0.26
90 C 0.19
91 C 2.24
92 N 1.42
93 O -0.58
94 C -0.55
95 C -1.90
96 C -1.98
97 H 0.49
98 H 0.29
99 H 0.31

***

No. 3
ORCA calculation (wB97M-V/def2-TZVPD) on C5H12O3 as an isolated structure at a distorted geometry.

Values from the calculation:
orbital gap = 9.11 eV
maximum force = 0.06099 hartree/bohr
multiplicity = 1
relative energy (zero: lowest compared OMol25 entry of this formula, charge and spin) = 4.3368 eV
E_tot = -423.294468 a.u.

Geometry as XYZ:
```
20
Properties=species:S:1:pos:R:3:forces:R:3
C 1.776346 0.826711 0.658817 -0.9 -2.9 -0.4
C 1.548940 -0.931242 -0.212165 2.0 1.4 0.5
O 1.092472 1.777847 0.088887 -2.6 0.6 -1.1
H -0.034664 1.403150 -0.117378 2.6 0.6 1.0
H 1.454187 0.518548 1.659906 0.3 0.2 0.2
H 2.858247 0.938405 0.555080 -0.1 -0.2 0.0
H 1.627112 -0.811675 -1.292389 0.1 0.4 0.0
H 1.058551 -1.888953 -0.085050 -0.7 0.3 0.7
H 2.541196 -1.148180 0.179950 0.4 -0.3 -0.4
C -1.542309 1.057512 -1.639348 0.1 -0.6 -0.2
C -1.014282 -0.870199 1.520592 0.7 0.0 0.0
C -0.912535 -0.740278 0.029643 -2.9 1.0 -0.8
O -1.127157 0.765784 -0.296293 0.4 -1.5 0.3
O -1.234758 -1.530624 -0.803781 0.8 0.8 0.6
H -1.649537 2.137808 -1.719171 0.0 -0.1 0.1
H -0.788491 0.690254 -2.338765 -0.1 0.1 0.0
H -2.486473 0.549392 -1.832407 0.0 0.1 0.0
H -2.072402 -0.910641 1.785044 0.0 0.1 -0.2
H -0.552377 -0.032956 2.034405 0.0 0.0 0.0
H -0.542066 -1.800663 1.824423 0.0 0.0 0.0
```
Forces are in eV/Å.

Mulliken analysis output, partial charges in e:
1 C -0.35
2 C -1.27
3 O -0.66
4 H 0.50
5 H 0.20
6 H 0.41
7 H 0.27
8 H 0.46
9 H 0.41
10 C -0.65
11 C -0.99
12 C 0.65
13 O -0.32
14 O -0.48
15 H 0.28
16 H 0.30
17 H 0.30
18 H 0.34
19 H 0.30
20 H 0.31

***

No. 4
ORCA calculation (wB97M-V/def2-TZVPD) on C3H3O3Zn as an isolated structure at a distorted geometry.

Values from the calculation:
charge = +1
orbital gap (spin up / spin down) = 6.16 / 6.17 eV
maximum force = 0.08143 hartree/bohr
multiplicity = 1
relative energy (zero: lowest compared OMol25 entry of this formula, charge and spin) = 4.1283 eV
E_tot = -2120.696850 a.u.

Geometry as XYZ:
```
10
Properties=species:S:1:pos:R:3:forces:R:3
O -0.296685 1.785410 0.542391 -0.3 -0.6 -0.1
O 1.775903 0.014328 -1.617137 0.8 0.3 -1.0
C 1.072239 -0.500414 -0.696759 2.0 0.6 -0.8
O 0.066673 -1.205946 -1.088356 -0.9 2.0 2.7
C -0.846707 -0.525258 0.012021 -2.9 -3.0 -0.5
H -1.090486 -1.353526 0.700304 0.4 0.2 -0.5
C -0.652747 0.678918 0.883115 2.3 1.3 0.3
H -0.694404 0.436470 1.966324 -0.8 0.1 -0.3
H -1.765853 -0.347506 -0.566807 0.2 0.0 0.0
Zn 2.432064 1.017527 -0.135095 -1.0 -0.8 0.2
```
Forces are in eV/Å.

Mulliken analysis output, partial charges in e:
1 O -0.49
2 O -0.43
3 C 0.69
4 O -0.23
5 C -0.30
6 H 0.32
7 C 0.14
8 H 0.36
9 H 0.27
10 Zn 0.67